No. 1
A molecular structure, C33H37ClCrO2Si2, computed with ωB97M-V/def2-TZVPD.

The geometry in ORCA input format:
```
! wB97M-V def2-TZVPD RIJCOSX def2/J DEFGRID3
* xyz 1 4
C -0.0926 -3.8241 3.7685
C 1.0409 -3.7184 2.8885
C 1.7007 -2.4695 3.1617
H 1.3946 -4.4995 2.2078
C 0.9530 -1.7956 4.1943
C -0.1434 -2.6375 4.5686
H -0.8076 -2.4608 5.4103
H -0.6772 -4.7204 3.9387
H 2.6256 -2.1006 2.7121
H 1.2071 -0.8319 4.6447
Cr -0.2923 -2.0574 2.4220
Si -0.5062 -0.4804 0.5620
C 0.1450 -1.3608 -0.9236
C -0.3047 -0.9533 -2.1936
H -1.0624 -0.1742 -2.2610
C 0.2252 -1.5125 -3.3533
H -0.0949 -1.1468 -4.3332
C 1.1887 -2.5245 -3.2535
H 1.6285 -2.9398 -4.1629
C 1.5914 -2.9896 -1.9938
H 2.3263 -3.7960 -1.9210
C 1.0592 -2.4204 -0.8261
H 1.3621 -2.7957 0.1590
C 0.6384 0.7071 1.4040
C 1.9378 0.8712 0.8970
H 2.2359 0.3368 -0.0075
C 2.8510 1.6904 1.5692
H 3.8679 1.7957 1.1841
C 2.4590 2.3712 2.7300
H 3.1708 3.0256 3.2432
C 1.1548 2.2312 3.2291
H 0.8542 2.7733 4.1322
C 0.2426 1.4025 2.5656
H -0.7753 1.2821 2.9472
H -1.8508 0.1029 0.3451
Si -0.9973 3.3078 -2.8573
C 0.0801 4.4941 -1.9439
C 1.2526 4.9565 -2.5606
H 1.4773 4.6644 -3.5929
C 2.1374 5.7719 -1.8485
H 3.0488 6.1203 -2.3361
C 1.8434 6.1357 -0.5299
H 2.5418 6.7558 0.0293
C 0.6446 5.7247 0.0658
H 0.3874 6.0440 1.0773
C -0.2417 4.9125 -0.6408
H -1.1824 4.5963 -0.1803
C -0.0473 2.4884 -4.2274
C 1.0502 1.6646 -3.9511
H 1.3495 1.4793 -2.9149
C 1.7553 1.0676 -5.0001
H 2.5961 0.4108 -4.7693
C 1.3810 1.3081 -6.3268
H 1.9289 0.8267 -7.1387
C 0.3160 2.1712 -6.6091
H 0.0499 2.3974 -7.6434
C -0.4046 2.7514 -5.5634
H -1.2441 3.4225 -5.7681
H -2.2480 3.9350 -3.3649
Cl -1.8609 2.0657 -1.4332
C -1.8884 -5.4284 1.8077
O -1.7690 -4.0799 1.3351
C -3.0508 -3.4475 1.1338
C -3.6467 -2.8497 2.4057
O -2.6323 -2.3126 3.2471
C -3.1410 -1.6147 4.3767
H -2.4769 -6.0306 1.0969
H -2.3864 -5.4457 2.7920
H -0.8743 -5.8302 1.8856
H -2.8842 -2.6385 0.3982
H -3.7739 -4.1879 0.7556
H -4.3627 -2.0634 2.1230
H -4.1753 -3.6257 2.9815
H -4.0919 -1.1096 4.1350
H -3.3143 -2.3211 5.2000
H -2.3991 -0.8673 4.6991
*
```

energy above the lowest of the compared OMol25 structures with the same formula, charge and spin	0.0	kJ/mol
<S²>	4.0795
HOMO (alpha / beta)	-10.52 / -10.48	eV
E	-3513.54729	hartree
lowest unoccupied orbital energy (alpha / beta)	-4.01 / -2.85	eV

Atomic partial charges in e from the Mulliken method, atoms 1 to 6:
1. C -0.02
2. C -0.77
3. C -0.43
4. H 0.42
5. C -0.57
6. C -0.75


No. 2
A molecular structure, C33H37CsN2O3P2S2, computed with ωB97M-V/def2-TZVPD.

The geometry in ORCA input format:
```
! wB97M-V def2-TZVPD RIJCOSX def2/J DEFGRID3
* xyz 0 1
Cs 0.6908 0.7053 -1.4848
C 5.8701 -0.0279 -0.6378
P 4.2437 0.6359 -0.1013
C 4.6664 2.4181 0.0547
C 4.3294 0.1419 1.6835
C 3.4000 0.9165 2.6188
P 1.6195 0.9505 2.1163
C 1.1753 -0.8048 2.4236
C 0.9278 1.7234 3.6288
H 5.8446 -1.1183 -0.6109
H 6.6831 0.3243 0.0011
H 6.0722 0.2724 -1.6664
H 5.5294 2.5818 0.7054
H 3.8115 2.9673 0.4517
H 4.8912 2.8236 -0.9330
H 5.3634 0.2544 2.0261
H 4.1018 -0.9277 1.7255
H 3.7220 1.9605 2.6787
H 3.4789 0.5091 3.6325
H 1.4251 -1.1199 3.4403
H 1.7047 -1.4410 1.7119
H 0.1076 -0.9459 2.2463
H 1.2812 1.2270 4.5355
H -0.1611 1.6719 3.5989
H 1.2085 2.7768 3.6639
O -1.7239 -0.4964 -0.3131
S -2.6665 0.5333 -0.7502
O -3.4315 0.2029 -1.9374
N -1.8580 1.8631 -0.8314
C -2.4070 3.0788 -1.1593
C -3.7481 3.3600 -1.3383
C -4.1998 4.6686 -1.5978
C -3.3352 5.7189 -1.6958
C -1.9463 5.4774 -1.5581
C -0.9893 6.5110 -1.6738
C 0.3391 6.2243 -1.5631
C 0.7113 4.8819 -1.3466
N -0.1393 3.8965 -1.2258
C -1.4717 4.1701 -1.3103
C -3.8463 0.6919 0.5762
C -5.1474 0.2490 0.4124
C -6.0465 0.3698 1.4647
C -5.6423 0.9363 2.6639
C -4.3354 1.3861 2.8167
C -3.4345 1.2661 1.7723
H -4.4728 2.5588 -1.2871
H -5.2636 4.8339 -1.7184
H -3.6854 6.7251 -1.8881
H -1.3293 7.5244 -1.8539
H 1.0960 6.9924 -1.6470
H 1.7659 4.6240 -1.2788
H -5.4414 -0.1749 -0.5387
H -7.0663 0.0272 1.3437
H -6.3471 1.0366 3.4794
H -4.0248 1.8399 3.7494
H -2.4178 1.6296 1.8629
O 1.0174 -1.9758 -2.2462
S 0.7314 -2.7325 -0.9838
C -0.7654 -3.6715 -1.2809
C -1.1121 -4.7311 -0.4539
C -2.3241 -5.3686 -0.6562
C -3.1779 -4.9382 -1.6656
C -2.8229 -3.8681 -2.4711
C -1.6086 -3.2225 -2.2802
C 1.9006 -4.0843 -0.9246
C 2.3368 -4.5371 0.3094
C 3.2506 -5.5830 0.3620
C 3.7235 -6.1459 -0.8130
C 3.2899 -5.6688 -2.0459
C 2.3727 -4.6336 -2.1080
H -0.4442 -5.0638 0.3315
H -2.6050 -6.2015 -0.0249
H -4.1266 -5.4364 -1.8164
H -3.4963 -3.5186 -3.2421
H -1.3222 -2.3714 -2.8818
H 1.9679 -4.0783 1.2198
H 3.5971 -5.9505 1.3190
H 4.4382 -6.9575 -0.7714
H 3.6687 -6.1077 -2.9596
H 2.0285 -4.2353 -3.0541
*
```

energy above the lowest of the compared OMol25 structures with the same formula, charge and spin	0.0	kJ/mol
HOMO	-6.89	eV
E	-3114.16897	hartree
lowest unoccupied orbital energy	0.16	eV

Atomic partial charges in e from the Mulliken method, atoms 1 to 6:
1. Cs 1.55
2. C -1.28
3. P 0.43
4. C -1.23
5. C -0.99
6. C -1.24


No. 3
A molecular structure, C33H37F6N9O4PbSb, computed with ωB97M-V/def2-TZVPD.

The geometry in ORCA input format:
```
! wB97M-V def2-TZVPD RIJCOSX def2/J DEFGRID3
* xyz 0 2
Pb 0.4686 0.4783 -0.2435
C 4.7614 -0.1594 1.7391
C 3.3992 0.3617 1.3970
N 2.9579 0.4610 0.1940
N 3.7614 0.1199 -0.8375
C 3.1565 0.3677 -2.0084
O 1.9958 0.8204 -2.1796
C 3.9708 0.0389 -3.2178
C 5.0054 -0.8912 -3.1645
C 5.7164 -1.2060 -4.3126
C 5.4051 -0.5844 -5.5149
C 4.3761 0.3457 -5.5693
C 3.6540 0.6490 -4.4263
C 2.5232 0.8889 2.4676
C 2.9772 0.9914 3.7808
C 2.1813 1.6119 4.7285
C 0.9471 2.1127 4.3529
C 0.5515 1.9360 3.0375
N 1.3073 1.3394 2.1232
H 5.2285 -0.5454 0.8386
H 4.6939 -0.9535 2.4859
H 5.3980 0.6299 2.1457
H 5.2488 -1.3542 -2.2178
H 6.5173 -1.9332 -4.2697
H 5.9610 -0.8310 -6.4109
H 4.1254 0.8239 -6.5072
H 2.8272 1.3450 -4.4571
H 3.9503 0.6066 4.0477
H 2.5277 1.7084 5.7497
H 0.2959 2.6117 5.0562
H -0.4159 2.2885 2.6992
N 1.3735 -1.8298 -1.0362
C 0.3792 -2.8559 -0.7550
C 0.8786 -4.2827 -1.0153
C 0.8336 -4.6800 -2.4935
C -0.5352 -5.1332 -3.0082
N -1.4908 -4.0595 -3.2582
C -2.4962 -3.7193 -2.4688
N -2.6846 -4.3069 -1.2735
N -3.3881 -2.8206 -2.8993
C -0.2648 -2.6636 0.6300
O -1.0198 -3.5652 1.0228
O -0.0729 -1.5454 1.2065
H 1.5099 -1.7022 -2.0339
H 2.2687 -2.0390 -0.6066
H -0.4451 -2.6297 -1.4318
H 0.3069 -4.9918 -0.4131
H 1.9109 -4.3474 -0.6571
H 1.5181 -5.5129 -2.6726
H 1.1942 -3.8550 -3.1163
H -0.9976 -5.8428 -2.3209
H -0.3990 -5.6561 -3.9559
H -1.3263 -3.4513 -4.0586
H -1.8743 -4.5272 -0.6943
H -3.4107 -3.8953 -0.7093
H -3.1652 -2.2916 -3.7332
H -3.8671 -2.2833 -2.1950
C -3.4543 -0.8111 2.3304
N -2.8167 0.1659 1.3970
C -2.8813 1.4984 1.6674
C -2.3983 2.5539 0.9681
C -2.7264 3.9367 1.2405
C -2.1239 4.6628 0.2684
C -1.4150 3.7117 -0.5569
N -1.5613 2.4805 -0.1488
C -3.0399 -0.6155 3.7665
C -3.9388 -0.0911 4.6883
C -3.5691 0.0756 6.0169
C -2.2969 -0.2899 6.4277
C -1.3971 -0.8177 5.5092
C -1.7599 -0.9776 4.1814
H -3.1597 -1.7994 1.9789
H -4.5380 -0.7127 2.2344
H -3.4580 1.7151 2.5594
H -3.3599 4.2877 2.0408
H -2.1592 5.7303 0.1220
H -0.7957 3.9335 -1.4169
H -4.9404 0.1780 4.3695
H -4.2768 0.4812 6.7285
H -2.0078 -0.1722 7.4646
H -0.4061 -1.1119 5.8303
H -1.0678 -1.3916 3.4571
F -0.6130 -0.9588 -2.8044
Sb -0.9580 -0.1862 -4.5209
F -2.7941 -0.1845 -4.0272
F -0.7463 1.5485 -3.8437
F 0.8463 -0.4397 -4.9604
F -1.3644 0.4556 -6.2333
F -1.2761 -1.9994 -5.1216
O -2.7191 -1.2787 -0.3766
C -2.2979 -0.3394 0.2090
*
```

energy above the lowest of the compared OMol25 structures with the same formula, charge and spin	0.0	kJ/mol
<S²>	0.7541
HOMO (alpha / beta)	-7.79 / -7.81	eV
E	-3105.98941	hartree
lowest unoccupied orbital energy (alpha / beta)	-0.71 / -1.08	eV

Atomic partial charges in e from the Mulliken method, atoms 1 to 6:
1. Pb 1.81
2. C -1.72
3. C 0.63
4. N 0.80
5. N -1.22
6. C -0.01